Entry 1:
56
Properties=species:S:1:pos:R:3:forces:R:3 method="wB97M-V/def2-TZVPD" charge=+1 gap_ev=5.32 multiplicity=1 energy_ha=-3643.50393 relative_energy_kcal_mol=0.0
H -4.170943 0.015261 1.332745 0.1 0.0 0.1
N 0.205699 1.557770 0.419314 0.1 0.1 0.1
C 3.462762 1.319754 -3.123708 0.0 0.0 0.0
H -2.108282 1.770643 -2.309848 0.0 0.0 0.0
H -4.605419 -4.431220 -1.080861 0.0 0.0 0.0
C -2.951394 -2.363224 -3.204847 0.0 0.0 0.0
H -1.409754 4.167223 1.830461 0.0 0.0 0.0
C -0.573211 2.228047 1.282677 0.0 0.0 -0.1
C -4.033986 -2.413849 -0.639706 0.0 0.0 0.0
H 1.225482 4.193025 -1.430583 0.0 0.0 0.0
N -1.053541 0.111735 2.349179 -0.1 0.0 -0.1
H 3.031350 -1.572317 -1.454388 0.0 0.0 0.0
C -3.962368 2.998549 0.287818 0.0 0.0 0.0
H -3.644308 -4.386247 -3.352274 0.0 0.0 0.0
Tl 0.072828 -0.919139 0.160809 0.1 -0.3 0.0
H -4.474752 2.682544 1.190151 0.0 0.0 0.0
C 0.902209 2.246167 -0.501754 0.0 0.0 0.0
C -1.306838 1.425071 2.304818 0.0 0.1 0.0
C 1.858478 1.475020 -1.353214 0.0 0.0 0.0
C -2.597206 -0.143807 4.152022 0.0 0.0 0.0
C -2.630575 2.479847 -1.679334 0.0 0.0 -0.1
H -1.430816 -1.702806 3.239303 0.0 0.0 0.0
C -2.875151 1.215059 4.105743 0.0 0.0 0.0
N 2.047681 0.186728 -1.044222 0.0 0.1 0.0
C -0.161573 4.287639 0.147227 0.1 -0.1 0.0
C -3.417147 -1.253175 -1.120112 0.1 0.0 0.1
C -2.231195 2.008328 3.173196 0.1 0.0 0.0
C -4.120148 -3.537001 -1.446786 0.0 0.0 0.1
C 2.922930 -0.533615 -1.745114 0.0 0.0 0.0
C -1.683040 -0.648160 3.247246 0.0 0.0 0.0
H -3.069843 -0.794305 4.873769 0.0 0.0 0.0
C 0.731921 3.610394 -0.665738 0.0 0.1 0.0
O -1.527999 6.149963 0.535871 0.0 0.0 0.1
H -4.405690 5.071441 0.588277 0.0 0.0 0.0
C -3.241869 4.750065 -1.181265 0.0 0.0 0.0
H -2.390475 -0.346552 -2.795698 0.0 0.0 0.0
C -0.756021 3.595837 1.187579 -0.1 0.0 -0.1
H 4.012436 1.771278 -3.938351 0.0 0.0 0.0
H -2.535883 -2.353242 -4.203135 0.0 0.0 0.0
H -2.434940 3.066767 3.126980 0.0 0.0 0.0
C -2.870156 -1.237000 -2.409955 0.0 0.1 0.0
Ge -3.509493 0.274210 -0.016527 -0.4 0.1 -0.1
H 4.378923 -0.626401 -3.311731 0.0 0.0 0.0
C -3.317380 2.051399 -0.532713 0.0 0.1 0.1
C -0.619589 5.721926 -0.201597 -0.1 0.1 0.0
H -2.047438 4.167665 -2.862642 0.0 0.0 0.0
O -0.102797 6.188269 -1.223576 0.0 0.0 -0.1
H -3.169317 5.804263 -1.406904 0.0 0.0 0.0
C 3.666391 -0.008703 -2.784667 0.0 0.0 0.0
H 2.376105 3.104404 -2.660937 0.0 0.0 0.0
H -4.449339 -2.442460 0.361070 0.0 0.0 0.0
C -3.933064 4.336157 -0.047163 0.0 0.0 0.0
C -2.598184 3.823058 -1.998109 0.0 0.0 0.0
C 2.546499 2.069935 -2.407366 0.0 0.0 0.1
H -3.584799 1.655186 4.793539 0.0 0.0 0.0
C -3.578072 -3.508904 -2.722771 0.0 0.0 0.0

---

Entry 2:
62
Properties=species:S:1:pos:R:3:forces:R:3 method="wB97M-V/def2-TZVPD" charge=0 gap_ev="6.17 / 7.21" multiplicity=3 energy_ha=-3085.66661 relative_energy_kcal_mol=15.7
H -1.313055 -5.311777 1.212147 0.0 0.0 0.0
V 0.117831 -0.243051 -0.079777 0.3 1.6 1.7
H -2.826051 0.937367 0.161075 0.1 -0.1 0.0
H 1.380734 -0.105928 2.419457 0.0 0.1 0.0
H 3.544668 2.319986 -4.121591 0.0 0.0 0.0
C -1.163055 -3.182524 1.267025 0.1 0.3 -0.1
H -0.374607 -3.157989 0.535657 0.1 0.0 0.0
C 0.120988 1.552671 0.989733 0.3 0.4 1.0
C 0.503805 3.826755 1.753973 0.0 -0.1 -0.1
C -0.390490 3.661144 2.810687 0.0 0.1 0.1
C -2.381275 1.462805 -0.673787 -0.1 0.0 0.0
C 0.755846 2.787143 0.865041 0.0 0.1 0.1
N -1.097907 1.232967 -0.906546 -0.8 0.3 -1.4
H 1.003137 4.779450 1.620116 0.0 0.0 0.0
O -1.175435 -1.155786 -1.212348 -0.4 -0.5 -0.5
C 1.618440 2.158002 -3.197259 -0.2 -0.2 0.3
N 1.793133 -0.315670 1.519601 0.0 -0.5 -0.1
C -1.621474 -1.995893 1.833667 -0.5 -0.6 0.3
H -4.185360 2.483721 -1.199274 0.0 0.0 0.0
C 3.517789 0.923707 -2.475086 0.0 0.2 -0.2
C 0.872495 1.520322 -2.189382 0.7 0.1 -0.2
C 2.716471 0.330184 -1.515556 -0.1 -0.1 0.1
C -3.190734 -3.281573 3.150206 0.0 0.0 0.0
O 2.849549 -3.320907 -0.130753 0.0 0.0 0.0
O -1.367925 -2.722246 -2.799042 0.1 0.1 0.2
H 0.974574 -3.493957 -1.728070 -0.1 0.0 -0.1
H 2.034309 -2.254129 2.335897 0.0 0.1 0.0
N 1.416985 0.597726 -1.365608 0.8 1.0 -1.5
C -0.516496 1.836910 -1.959074 -0.7 0.4 -0.1
H 1.309015 -1.965506 -2.527363 0.1 -0.1 0.0
N -0.956162 4.247007 -4.701392 -0.1 0.1 -0.1
N 1.442768 3.783341 -5.033862 0.1 0.1 -0.1
H 4.560191 0.648686 -2.545390 0.0 0.0 0.0
C 2.441911 -1.638208 1.532802 0.1 -0.2 -0.2
H -3.990424 -3.310572 3.879229 0.0 0.0 0.0
H -1.690029 2.263253 3.814374 0.0 0.0 0.0
N 1.110545 -1.835648 -0.422449 1.3 -2.0 -0.5
C -0.741505 1.401684 2.091196 0.5 0.8 -0.3
S 0.260888 4.681570 -5.667580 0.0 0.0 0.0
H -3.094608 -5.418177 2.921347 0.0 0.0 0.0
H 2.464991 0.417900 1.334021 0.0 0.1 0.0
N -1.025830 -0.740695 1.483142 -1.3 0.4 1.7
C -0.728956 -2.125946 -1.953990 0.1 -0.5 -0.5
C -1.009025 2.442978 2.990683 -0.1 -0.3 0.0
C 2.159516 -2.366270 0.218309 -0.1 0.1 0.1
H -3.094733 3.700623 -3.114189 -0.1 0.0 0.0
C -3.141961 2.337442 -1.438858 0.0 0.1 -0.1
C 0.752151 -2.427878 -1.699084 -0.2 -0.1 0.0
C -2.666807 -2.062741 2.767631 0.2 0.2 -0.2
H 1.458414 2.969798 0.054631 0.0 0.0 0.0
H -0.585855 4.478617 3.492252 0.0 0.0 0.0
N -1.319081 0.172207 2.324900 -0.1 -0.9 0.0
C -2.696959 -4.461251 2.609059 0.0 0.0 0.0
C -1.210767 2.749958 -2.768883 0.0 -0.3 0.4
C 2.964182 1.847002 -3.341284 0.0 -0.1 0.1
C 0.918142 3.104875 -4.033429 -0.4 0.1 0.0
H 3.130279 -0.418120 -0.855761 0.0 -0.1 0.0
C -0.473262 3.375031 -3.838393 0.4 0.0 -0.1
C -2.552655 2.999782 -2.493700 0.1 0.0 0.0
H 3.521079 -1.580021 1.678359 0.0 0.0 0.0
C -1.692757 -4.402096 1.657930 -0.1 -0.1 0.1
H -3.053187 -1.146755 3.185412 0.0 0.0 0.1

---

Entry 3:
62
Properties=species:S:1:pos:R:3:forces:R:3 method="wB97M-V/def2-TZVPD" charge=-2 gap_ev=5.82 multiplicity=1 energy_ha=-2682.64165 relative_energy_kcal_mol=2.5
H -0.198837 -0.552477 -1.772164 0.0 -0.1 0.0
C 4.813552 0.226252 1.199882 0.0 0.0 0.0
C 3.246858 -3.191760 -1.279966 0.0 0.0 0.0
C 3.570328 1.024844 -2.733353 0.0 0.0 -0.1
C -1.637471 -4.220071 -1.958593 0.0 0.0 0.0
S -0.745526 2.427964 4.584468 0.0 0.0 -0.1
C 1.079583 -2.256249 -0.505923 0.0 0.0 -0.1
C 2.636902 -3.851310 -2.340617 0.0 0.0 0.1
N -1.190858 -0.573645 -1.566756 0.0 0.1 -0.1
H 0.765947 -4.256586 -3.301273 0.0 0.0 0.0
F -2.482218 1.393115 -3.650957 0.0 0.0 0.0
H 1.704306 1.195580 1.757687 -0.1 0.0 0.0
C 3.114197 0.918996 -0.376783 0.1 0.0 -0.2
H 6.724983 -0.280637 0.358212 0.0 0.0 0.0
H -0.796297 6.867190 2.349879 0.0 0.0 0.0
C 4.038261 0.750904 -1.429952 -0.1 0.0 0.1
C -0.503715 3.017063 2.105199 0.0 0.0 -0.1
C 5.720075 0.061289 0.137080 0.0 0.0 0.0
C 2.288225 1.449561 -2.920614 0.0 0.0 -0.1
Na -0.130462 -0.386267 0.724786 0.1 -0.2 0.1
C 3.512980 0.632874 0.970838 0.0 0.0 0.1
C -0.679058 3.648400 3.346404 0.0 -0.1 0.1
C -0.555431 5.168210 1.049623 0.0 0.0 0.0
F -1.027377 3.164048 -3.932928 0.0 0.0 0.0
C 5.356462 0.310523 -1.156619 0.0 0.0 0.0
H -3.706180 -0.995251 -2.063376 0.0 0.0 0.0
C -0.780679 5.029015 3.450203 0.0 0.0 -0.1
C 2.474827 -2.430209 -0.405950 0.0 0.0 0.0
H -4.825490 -3.175583 -2.383277 0.0 0.0 0.0
H 4.245190 0.887033 -3.571687 0.0 0.0 0.0
H -0.916098 5.501869 4.415659 0.0 0.0 0.0
C -0.713236 5.788382 2.289977 0.0 0.0 0.1
C 1.260254 -3.749179 -2.476105 0.0 0.0 0.0
H -0.364628 3.302974 -0.015117 0.0 0.0 0.0
C -1.759077 -1.829337 -1.793405 0.0 0.0 0.0
S -0.451693 -0.471763 3.816100 0.0 -0.2 0.0
H 3.220524 -4.429446 -3.049556 0.0 0.0 0.0
F -3.170660 3.542533 -3.161578 0.1 -0.1 0.0
H 2.831730 0.579093 2.909710 -0.1 0.0 0.0
H 6.049734 0.168513 -1.977352 0.0 0.0 0.0
H 3.007735 -1.940483 0.406955 0.0 0.0 0.0
F -1.621720 2.467601 -1.823583 -0.1 0.1 0.0
B -2.086277 2.653802 -3.153432 0.0 0.1 0.0
H 1.893559 1.672199 -3.902949 0.0 0.0 0.0
N 2.577906 0.728220 1.951856 0.1 0.1 -0.1
C 1.446936 1.593994 -1.798249 0.0 0.0 0.1
C -0.981349 -3.005095 -1.769784 0.0 0.0 0.0
C -3.756102 -3.138638 -2.209796 0.0 0.0 0.0
C 0.502851 -2.984197 -1.577313 0.0 0.0 0.0
C -3.134455 -1.915970 -2.022390 0.0 0.1 0.0
C -0.450867 3.791912 0.945988 0.0 0.0 0.0
H 0.425043 1.934402 -1.926006 0.0 0.0 0.0
C -0.521712 1.144763 3.353250 0.0 0.5 -0.1
C -3.006969 -4.306262 -2.173395 0.0 0.0 0.0
N 1.836311 1.323798 -0.574189 -0.1 0.0 -0.1
H -1.044040 -5.126741 -1.919619 0.0 0.0 0.0
N -0.405763 1.636811 2.136542 -0.1 -0.1 0.2
H -0.529149 5.769968 0.149759 0.0 0.0 0.0
H 4.323659 -3.255220 -1.142456 0.0 0.0 0.0
H -3.480368 -5.272183 -2.305913 0.0 0.0 0.0
H -1.686236 0.192683 -2.011788 0.0 0.0 0.0
H 5.125478 0.000279 2.213505 0.0 0.0 0.0